# C33H41ClGaN3O4P2Si2

A molecular structure, C33H41ClGaN3O4P2Si2 (the ωB97M-V functional and the def2-TZVPD basis, the OMol25 dataset).

```
87
Properties=species:S:1:pos:R:3:forces:R:3
Ga 1.195425 -0.183075 -1.089438 0.03 -0.68 1.12
C 0.315500 -3.929352 -2.750150 -0.11 0.12 0.10
Si -0.618747 -3.149851 -1.330406 -0.02 0.06 0.06
C 0.026948 -3.914525 0.268485 -0.10 0.11 -0.16
C -2.429814 -3.607482 -1.571825 0.16 0.04 0.05
N -0.384913 -1.425547 -1.224833 -0.01 -0.18 -0.35
P -1.354220 -0.117809 -1.169041 -0.16 0.16 -0.33
C -0.300477 1.191034 -0.792911 0.07 -0.03 0.00
P 0.238844 1.224667 0.834415 -0.07 0.35 -0.09
N 1.142402 -0.113483 1.032551 0.28 0.02 -0.02
Si 2.377149 -0.663750 2.118462 -0.04 -0.06 0.05
C 1.679737 -1.408185 3.704947 0.11 0.11 -0.17
C 3.297851 -2.061246 1.252243 -0.08 0.18 -0.09
C 3.595304 0.663437 2.668440 -0.11 -0.07 -0.11
C -1.047305 1.472856 2.083328 0.12 -0.14 -0.01
C -1.132025 0.678413 3.215837 0.00 -0.05 0.03
C -2.077263 0.952357 4.195115 0.01 -0.03 -0.01
C -2.949411 2.014361 4.031877 -0.01 0.01 0.01
C -2.879344 2.801875 2.889509 -0.07 0.04 0.03
C -1.929932 2.536862 1.921172 0.03 0.03 -0.04
C 1.237485 2.734543 1.050452 -0.05 -0.07 0.02
C 1.477722 3.257803 2.316189 -0.03 -0.02 0.07
C 2.287854 4.369365 2.477346 0.02 0.02 -0.01
C 2.866488 4.970046 1.369165 0.00 -0.01 0.02
C 2.619899 4.463137 0.102270 0.00 0.00 -0.01
C 1.804363 3.354354 -0.056841 -0.04 -0.04 -0.18
C -2.088900 0.157379 -2.804710 0.01 0.01 0.10
C -3.142768 -0.629865 -3.259711 -0.03 -0.02 0.04
C -3.614470 -0.486804 -4.551930 -0.01 0.01 -0.06
C -3.031122 0.441563 -5.403073 -0.02 0.00 -0.01
C -1.984455 1.229913 -4.954443 0.00 0.02 -0.03
C -1.516866 1.092864 -3.656889 0.07 0.06 0.04
C -2.771784 -0.331839 -0.070409 0.04 0.01 -0.04
C -2.704631 -1.229948 0.986522 -0.01 -0.02 0.03
C -3.772289 -1.363389 1.859226 0.00 0.02 0.01
C -4.908860 -0.589787 1.684052 -0.02 -0.01 0.02
C -4.977683 0.318102 0.637279 -0.02 0.01 0.00
C -3.913507 0.446523 -0.238640 0.01 0.01 -0.01
H 0.081135 -4.992307 -2.800568 -0.05 -0.14 0.03
H 1.390633 -3.829072 -2.632673 0.15 0.03 0.01
H 0.038591 -3.475782 -3.699269 -0.03 0.03 -0.07
H -0.442373 -4.874512 0.474495 -0.07 -0.14 0.01
H -0.133155 -3.264140 1.126398 -0.04 0.07 0.10
H 1.097991 -4.086036 0.191885 0.19 -0.01 -0.02
H -2.551820 -4.655647 -1.301094 -0.02 -0.15 0.01
H -2.714110 -3.506798 -2.617515 -0.01 0.02 -0.12
H -3.130022 -3.032371 -0.970416 -0.03 0.05 0.09
H 0.869944 -2.107533 3.504330 -0.11 -0.09 -0.05
H 1.323936 -0.654377 4.404039 -0.05 0.10 0.08
H 2.469968 -1.962242 4.209825 0.13 -0.08 0.06
H 2.842921 -3.018474 1.494645 -0.09 -0.14 0.04
H 4.336637 -2.102476 1.577753 0.12 0.00 0.07
H 3.299514 -1.970126 0.164598 0.01 0.02 -0.01
H 3.161786 1.311325 3.428247 -0.05 0.05 0.07
H 3.932576 1.301184 1.852167 0.00 0.00 -0.03
H 4.466255 0.181102 3.111748 0.12 -0.06 0.06
H -0.468084 -0.165923 3.324460 0.02 -0.03 -0.01
H -2.135591 0.329164 5.077339 0.00 -0.02 0.03
H -3.689278 2.228282 4.790144 -0.05 0.02 0.05
H -3.567207 3.625527 2.756966 -0.03 0.03 0.00
H -1.866345 3.151638 1.032959 0.00 0.04 -0.06
H 1.021226 2.802463 3.187017 -0.02 -0.02 0.02
H 2.461506 4.769762 3.465929 0.02 0.03 0.06
H 3.495496 5.840134 1.491464 0.04 0.06 0.01
H 3.050758 4.940891 -0.766362 0.03 0.03 -0.05
H 1.579894 2.974642 -1.048972 0.02 0.02 0.08
H -3.604967 -1.351956 -2.601437 -0.02 -0.03 0.05
H -4.436605 -1.098174 -4.896041 -0.05 -0.04 -0.02
H -3.397396 0.551839 -6.413908 -0.02 0.01 -0.06
H -1.530346 1.955308 -5.614545 0.02 0.04 -0.04
H -0.709224 1.713041 -3.288417 0.01 0.00 0.00
H -1.809844 -1.819811 1.127433 0.07 -0.04 0.00
H -3.714069 -2.065685 2.679053 0.01 -0.04 0.04
H -5.742641 -0.692412 2.365211 -0.03 0.00 0.03
H -5.862443 0.924307 0.502761 -0.04 0.03 -0.01
H -3.969173 1.150292 -1.058063 0.00 0.04 -0.05
C 5.832594 0.607299 -1.491705 0.12 0.01 -0.05
C 4.465985 0.649392 -1.020057 -0.12 0.05 0.18
N 3.384311 0.661697 -0.645646 -0.05 0.05 -0.46
H 6.291541 1.587730 -1.377876 0.02 -0.01 -0.01
H 5.826362 0.321651 -2.542318 0.03 -0.01 -0.03
H 6.388323 -0.130045 -0.915209 0.03 0.01 -0.02
O 3.623281 -0.930173 -4.139101 0.48 0.04 -0.05
Cl 2.350087 -0.778846 -3.548371 -0.24 0.30 0.28
O 2.404387 -1.417702 -2.163645 -0.30 0.27 -0.18
O 1.321919 -1.372683 -4.309250 -0.10 -0.21 -0.08
O 2.032948 0.611144 -3.252064 0.03 -0.18 -0.08
```
Forces are in eV/Å.

Results
**HOMO level**: -0.2858 hartree
**LUMO energy**: 0.464 eV
**ΔE to the lowest compared entry with this formula, charge and spin**: 16.28 kcal/mol
**Orbital gap**: 8.24 eV
**Total charge**: 0